No. 1
Entry from OMol25: a gas-phase ion, C3H8NOS2 (charge +1) (wB97M-V/def2-TZVPD).

Results
LUMO (alpha / beta): -4.65 / -6.05 eV
Kohn-Sham gap (alpha / beta): 0.3281 / 0.2362 Ha
multiplicity: 1
total charge: +1
energy relative to the best compared isomer or geometry (same formula, charge and spin): 86.3 kcal per mole
energy: -28437.909 eV

Each atom is followed by the atoms it is bonded to, with distances in Å.
CARTESIAN COORDINATES (ANGSTROEM)
1 C 0.4600 -0.1903 0.7392  C2 1.620, N4 1.508, H8 1.113, H9 1.207
2 C -0.3105 1.2136 0.9847  C1 1.620, S6 1.774, H10 1.085, H11 1.010
3 C -0.0686 -0.5139 -1.7595  N4 1.564, O5 1.304, S7 1.736
4 N -0.2233 -1.0461 -0.2969  C1 1.508, C3 1.564, H12 1.025, H13 0.979
5 O 1.2042 -0.4618 -2.0378  C3 1.304, H14 0.979
6 S 0.2807 2.3582 -0.2349  C2 1.774
7 S -1.3992 0.3663 -2.4440  C3 1.736, H15 1.370
8 H 1.4931 -0.0228 0.3602  C1 1.113
9 H 0.4655 -0.6643 1.8496  C1 1.207
10 H -1.3634 1.1600 0.7304  C2 1.085
11 H -0.2122 1.5745 1.9227  C2 1.010
12 H 0.2239 -1.9622 -0.4004  N4 1.025
13 H -1.1921 -1.0420 -0.1549  N4 0.979
14 H 1.6852 0.3636 -1.8247  O5 0.979
15 H -0.5134 1.2398 -3.0171  S7 1.370


No. 2
Entry from OMol25: C3H8NP in the gas phase (wB97M-V/def2-TZVPD).

Results
LUMO: 0.16 eV
Kohn-Sham gap: 0.3068 Ha
SMILES string: C=PN(C)C
multiplicity: 1
total charge: 0
energy relative to the best compared isomer or geometry (same formula, charge and spin): 58.4 kcal per mole
energy: -14016.241 eV

Each atom is followed by the atoms it is bonded to, with distances in Å.
CARTESIAN COORDINATES (ANGSTROEM)
1 C 1.2245 0.5047 -2.0057  P2 1.637, H6 1.098, H7 1.210
2 P -0.3573 0.7791 -1.6835  C1 1.637, N3 2.188
3 N -0.2143 0.3769 0.4626  P2 2.188, C4 1.414, C5 1.418
4 C 0.4046 -0.8904 0.5660  N3 1.414, H8 1.115, H9 1.150, H10 1.116
5 C -1.4851 0.4583 1.0873  N3 1.418, H11 1.093, H12 1.067, H13 1.104
6 H 1.8218 0.5257 -2.9265  C1 1.098
7 H 2.0458 0.2148 -1.1662  C1 1.210
8 H -0.2413 -1.7054 0.9667  C4 1.115
9 H 0.8949 -1.1598 -0.4391  C4 1.150
10 H 1.2897 -0.7793 1.2360  C4 1.116
11 H -2.1273 -0.4252 1.0355  C5 1.093
12 H -1.3532 0.6796 2.1232  C5 1.067
13 H -1.9029 1.4211 0.7436  C5 1.104


No. 3
Entry from OMol25: 2 unconnected molecules or ions with the total composition C3H8NS (wB97M-V/def2-TZVPD).

Results
LUMO: 3.60 eV
Kohn-Sham gap: 0.2097 Ha
multiplicity: 1
total charge: -1
energy relative to the best compared isomer or geometry (same formula, charge and spin): 37.4 kcal per mole
energy: -15565.420 eV

Each atom is followed by the atoms it is bonded to, with distances in Å.
CARTESIAN COORDINATES (ANGSTROEM)
1 C 0.2947 -2.5626 2.2492  S2 1.793, H3 1.108, H4 1.106, H5 1.114
2 S -0.7116 -1.2288 2.8998  C1 1.793
3 H 1.1557 -2.2304 1.6355  C1 1.108
4 H -0.3918 -3.0614 1.5393  C1 1.106
5 H 0.7629 -3.3107 2.9297  C1 1.114
6 C 0.2491 2.0835 -2.1908  N8 1.446, H9 1.094, H10 1.098, H11 1.086
7 C -0.7734 0.9968 -0.4000  N8 1.267, H12 1.083, H13 1.095
8 N -0.9202 1.7472 -1.4097  C6 1.446, C7 1.267
9 H 1.1284 1.6885 -1.6741  C6 1.094
10 H 0.1907 1.5934 -3.1720  C6 1.098
11 H 0.3038 3.1617 -2.3066  C6 1.086
12 H -1.5488 0.4124 0.0804  C7 1.083
13 H 0.2606 0.7103 -0.1809  C7 1.095


No. 4
Entry from OMol25: 2 unconnected molecules or ions with the total composition C3H8NS (wB97M-V/def2-TZVPD).

Results
LUMO: 4.09 eV
Kohn-Sham gap: 0.2358 Ha
multiplicity: 1
total charge: -1
energy relative to the best compared isomer or geometry (same formula, charge and spin): 73.5 kcal per mole
energy: -15563.853 eV

Each atom is followed by the atoms it is bonded to, with distances in Å.
CARTESIAN COORDINATES (ANGSTROEM)
1 C -1.6069 -1.9877 0.6408  S2 1.885, H3 1.164, H4 1.154, H5 1.223
2 S -0.1921 -1.4231 1.7507  C1 1.885
3 H -2.6361 -2.2326 1.1271  C1 1.164
4 H -0.9715 -2.5541 -0.1385  C1 1.154
5 H -2.0168 -1.0680 -0.0542  C1 1.223
6 C 1.9378 1.1073 -0.6500  N8 1.499, H9 1.118, H10 1.195, H11 1.104
7 C -0.3647 1.4952 -0.0283  N8 1.276, H12 1.160, H13 1.134
8 N 0.5905 1.7354 -0.8396  C6 1.499, C7 1.276
9 H 2.0840 0.6191 0.3452  C6 1.118
10 H 1.9737 0.3670 -1.5876  C6 1.195
11 H 2.6774 1.8380 -1.0213  C6 1.104
12 H -1.4351 1.2443 -0.3974  C7 1.160
13 H -0.0401 0.8592 0.8528  C7 1.134


No. 5
Entry from OMol25: 2 unconnected molecules or ions with the total composition C3H8NS (wB97M-V/def2-TZVPD).

Results
LUMO: 4.24 eV
Kohn-Sham gap: 0.2539 Ha
multiplicity: 1
total charge: -1
energy relative to the best compared isomer or geometry (same formula, charge and spin): 44.5 kcal per mole
energy: -15565.113 eV

Each atom is followed by the atoms it is bonded to, with distances in Å.
CARTESIAN COORDINATES (ANGSTROEM)
1 C -2.0487 0.4015 1.2214  S2 1.858, H3 1.072, H4 1.090, H5 1.116
2 S -2.4744 0.0897 -0.5600  C1 1.858
3 H -2.5941 -0.2666 1.8584  C1 1.072
4 H -2.2501 1.4180 1.5608  C1 1.090
5 H -0.9986 0.0543 1.3729  C1 1.116
6 C 2.2210 -0.9362 -0.0812  C7 1.446, H9 1.129, H10 1.099
7 C 1.1815 0.0144 -0.4077  C6 1.446, N8 1.398, H11 1.187
8 N 0.3358 0.2412 -1.4982  C7 1.398, H12 1.029, H13 1.072
9 H 2.7077 -1.4216 -0.9769  C6 1.129
10 H 2.7840 -0.6084 0.8042  C6 1.099
11 H 1.0326 0.8208 0.4513  C7 1.187
12 H 0.8272 -0.2023 -2.2866  N8 1.029
13 H -0.7240 0.3951 -1.4585  N8 1.072


No. 6
Entry from OMol25: 2 unconnected molecules or ions with the total composition C3H8NS (wB97M-V/def2-TZVPD).

Results
LUMO: 4.10 eV
Kohn-Sham gap: 0.2542 Ha
multiplicity: 1
total charge: -1
energy relative to the best compared isomer or geometry (same formula, charge and spin): 16.0 kcal per mole
energy: -15566.346 eV

Each atom is followed by the atoms it is bonded to, with distances in Å.
CARTESIAN COORDINATES (ANGSTROEM)
1 C -1.6799 -1.0347 -0.4115  C2 1.514, H5 1.094, H6 1.089, H7 1.090
2 C -0.3901 -0.2564 -0.2629  C1 1.514, N4 1.466, H8 1.092, H9 1.094
3 C 0.2400 1.9023 0.2937  N4 1.263, H10 1.093, H11 1.096
4 N -0.6547 1.1849 -0.2345  C2 1.466, C3 1.263
5 H -1.4428 -2.0974 -0.5175  C1 1.094
6 H -2.3378 -0.9284 0.4499  C1 1.089
7 H -2.2272 -0.6890 -1.2879  C1 1.090
8 H 0.2752 -0.4391 -1.1099  C2 1.092
9 H 0.1978 -0.6114 0.5892  C2 1.094
10 H 1.1628 1.5226 0.7389  C3 1.093
11 H 0.0480 2.9808 0.2731  C3 1.096
12 S 2.7751 -0.6072 0.5651  H13 1.345
13 H 4.0335 -0.9269 0.9143  S12 1.345


No. 7
Entry from OMol25: 2 unconnected molecules or ions with the total composition C3H8NS (wB97M-V/def2-TZVPD).

Results
LUMO: 3.99 eV
Kohn-Sham gap: 0.2417 Ha
multiplicity: 1
total charge: -1
energy relative to the best compared isomer or geometry (same formula, charge and spin): 30.0 kcal per mole
energy: -15565.740 eV

Each atom is followed by the atoms it is bonded to, with distances in Å.
CARTESIAN COORDINATES (ANGSTROEM)
1 C -0.8517 -1.9216 -0.9864  S2 1.830, H3 1.103, H4 1.113, H5 1.118
2 S -1.0977 -2.9002 0.5398  C1 1.830
3 H -1.3026 -2.4771 -1.8260  C1 1.103
4 H 0.1750 -1.6317 -1.3044  C1 1.113
5 H -1.4591 -0.9875 -1.0812  C1 1.118
6 C 0.8579 2.3709 0.3162  C7 1.354, H9 1.090, H10 1.074
7 C 0.1829 1.3122 0.8223  C6 1.354, N8 1.350, H11 1.105
8 N 0.6181 0.0342 0.8281  C7 1.350, H12 1.004, H13 1.021
9 H 1.9328 2.3028 0.1480  C6 1.090
10 H 0.3631 3.2497 -0.0537  C6 1.074
11 H -0.9025 1.3332 1.0297  C7 1.105
12 H 1.6114 -0.0238 0.6899  N8 1.004
13 H -0.1275 -0.6611 0.8777  N8 1.021


No. 8
Entry from OMol25: a gas-phase ion, C3H8NS (charge -2) (wB97M-V/def2-TZVPD).

Results
LUMO (alpha / beta): 6.00 / 5.99 eV
Kohn-Sham gap (alpha / beta): 0.0720 / 0.2146 Ha
multiplicity: 2
total charge: -2
energy relative to the best compared isomer or geometry (same formula, charge and spin): 4.3 kcal per mole
energy: -15562.324 eV
⟨S²⟩: 0.75

Each atom is followed by the atoms it is bonded to, with distances in Å.
CARTESIAN COORDINATES (ANGSTROEM)
1 C -0.4328 -1.8840 -0.3001  N2 1.451, H6 1.090, H7 1.100, H8 1.096
2 N -0.2141 -0.6581 0.4451  C1 1.451, C3 1.461, H9 1.010
3 C 0.1601 0.5198 -0.3343  N2 1.461, C4 1.536, H10 1.086, H11 1.098
4 C 0.1640 1.7804 0.5437  C3 1.536, S5 1.819, H12 1.095, H13 1.095
5 S 0.7003 3.2863 -0.3249  C4 1.819
6 H -0.4981 -1.6996 -1.3723  C1 1.090
7 H 0.3702 -2.6275 -0.1906  C1 1.100
8 H -1.3435 -2.4321 -0.0337  C1 1.096
9 H 0.5036 -0.8147 1.1385  N2 1.010
10 H -0.5418 0.6760 -1.1483  C3 1.086
11 H 1.1561 0.4221 -0.7854  C3 1.098
12 H -0.8421 1.8655 0.9677  C4 1.095
13 H 0.8182 1.5658 1.3947  C4 1.095